(1)
16
Properties=species:S:1:pos:R:3 method="wB97M-V/def2-TZVPD" lumo_energy_ev=0.72 e_homo_ev=-8.20 smiles=OC1C[C@@H]2N[C@H]2C1 gap_ev=8.9 fmax_ha_per_bohr=0.0743 relative_energy_ev=5.604 charge=0
O -1.65745 1.35939 -0.29819
C -0.74401 0.67190 0.52101
C -0.96410 -0.91286 0.21556
C 0.30346 -1.03236 -0.74797
N 1.73592 -1.44227 -0.64392
C 1.26471 -0.44864 0.24892
C 0.69692 1.03785 0.06812
H -2.13884 2.02042 0.31497
H -0.81834 0.77467 1.59038
H -1.89501 -1.01032 -0.34332
H -0.97770 -1.62075 1.08346
H 0.13907 -0.38164 -1.54647
H 2.17060 -0.98514 -1.45385
H 1.02058 -0.90814 1.21453
H 1.25890 1.68330 0.75682
H 0.60528 1.19460 -0.98006



(2)
16
Properties=species:S:1:pos:R:3 method="wB97M-V/def2-TZVPD" lumo_energy_ev=1.01 e_homo_ev=-8.25 smiles="N/C=C/CCC=O" gap_ev=9.3 fmax_ha_per_bohr=0.0391 relative_energy_ev=2.431 charge=0
N -0.61014 0.63292 3.09297
C -1.03131 0.38468 1.81186
C -0.75123 -0.73233 1.10350
C -0.78870 -0.90589 -0.38029
C 0.57555 -0.59018 -1.04356
C 0.74448 0.46165 -2.14190
O 1.76370 0.59180 -2.74704
H -1.05020 1.30164 3.68556
H 0.32948 0.35534 3.31473
H -1.63828 1.11070 1.28458
H 0.05603 -1.32332 1.55246
H -1.55646 -0.35348 -0.92709
H -1.19959 -1.86429 -0.73033
H 0.98723 -1.55980 -1.37433
H 1.35577 -0.25424 -0.35397
H -0.07508 1.21468 -2.12012



(3)
16
Properties=species:S:1:pos:R:3 method="wB97M-V/def2-TZVPD" lumo_energy_ev=0.55 e_homo_ev=-9.45 smiles="CC1(C)C=N1.C=O" gap_ev=10.0 fmax_ha_per_bohr=0.0153 relative_energy_ev=3.852 charge=0
C 1.34210 0.02069 1.00191
C 0.20535 -0.68935 0.28814
C -1.03869 -0.91127 1.12197
C 0.20148 -0.83660 -1.13960
N 0.63319 -1.89264 -0.63073
H 0.97200 0.75383 1.72771
H 2.00846 0.55027 0.31184
H 1.92877 -0.72994 1.54063
H -0.81409 -1.65684 1.89272
H -1.87232 -1.27669 0.51495
H -1.36246 0.00941 1.62182
H 0.01001 -0.38197 -2.11076
C -0.55312 1.76643 -1.54210
O -0.73605 1.73493 -0.35350
H 0.43652 2.00265 -1.98121
H -1.36113 1.53710 -2.26377



(4)
16
Properties=species:S:1:pos:R:3 method="wB97M-V/def2-TZVPD" lumo_energy_ev=1.04 e_homo_ev=-9.42 gap_ev=10.5 fmax_ha_per_bohr=0.0897 relative_energy_ev=5.530 charge=0
C -0.89236 1.12804 -1.12239
C -1.44911 0.20189 0.00697
C -0.28560 -0.65470 0.15992
C 1.62313 -0.96584 0.57687
C 0.81182 0.31369 -0.14355
H -1.31793 0.91136 -1.98654
H -1.08980 2.23022 -0.88152
H -2.30936 -0.05147 -0.55120
H -1.60966 0.89693 0.83214
H -0.18535 -1.61616 -0.39035
H 0.54141 -0.23444 2.02140
H 2.68068 -0.99449 1.04675
H 1.83077 -1.85446 -0.18907
H 0.74316 1.11541 0.57866
N 0.42554 -1.17304 1.41683
O 0.48267 0.74707 -1.37492